(P)
Density functional theory data (the ωB97M-V functional and the def2-TZVPD basis) for an isolated ion of composition C6H11N and charge -1.

Values from the calculation:
HOMO energy (alpha / beta) in eV: -0.26 / -1.81
⟨S²⟩: 0.76
Gap between HOMO and LUMO (alpha / beta) in eV: 4.52 / 6.05
Net charge: -1
E_LUMO (alpha / beta) in hartree: 0.157 / 0.156
Multiplicity: 2

Structure (XYZ):
```
18
Properties=species:S:1:pos:R:3:nbo_charge:R:1
C -1.724 -0.682 1.156 -0.397
N -1.538 0.504 0.377 -0.653
C -0.441 0.687 -0.523 0.208
C 0.073 1.944 -0.669 -0.662
C 2.081 -0.468 0.132 -0.642
C 0.787 -1.012 -0.440 -0.387
C -0.051 -0.395 -1.426 -0.522
H -1.803 -1.566 0.519 0.197
H -0.890 -0.892 1.842 0.165
H -2.656 -0.588 1.719 0.167
H -1.800 1.385 0.789 0.356
H 0.474 2.208 -1.636 0.181
H -0.146 2.834 -0.074 0.148
H 2.770 -0.143 -0.648 0.175
H 2.637 -1.280 0.582 0.175
H 2.017 0.338 0.871 0.177
H 0.620 -2.075 -0.215 0.137
H -0.411 -0.800 -2.358 0.176
```

***

(Q)
Density functional theory data (the ωB97M-V functional and the def2-TZVPD basis) for an isolated ion of composition C6H11N and charge -1.

Values from the calculation:
HOMO energy (alpha / beta) in eV: 0.26 / -2.18
⟨S²⟩: 0.76
Gap between HOMO and LUMO (alpha / beta) in eV: 4.00 / 6.32
Net charge: -1
E_LUMO (alpha / beta) in hartree: 0.157 / 0.152
Multiplicity: 2

Structure (XYZ):
```
18
Properties=species:S:1:pos:R:3:nbo_charge:R:1
C -2.631 -0.245 1.613 -0.628
N 0.286 0.373 1.670 -0.841
C -0.370 0.018 0.455 0.152
C -1.676 -0.353 0.431 -0.411
C 2.388 -0.305 -2.225 -0.624
C 1.832 -0.098 -0.852 -0.418
C 0.428 0.138 -0.744 -0.453
H -3.187 -1.166 1.782 0.187
H -2.116 -0.039 2.553 0.174
H -3.314 0.607 1.459 0.168
H -0.342 0.623 2.420 0.342
H 0.863 1.184 1.489 0.359
H -2.227 -0.503 -0.493 0.178
H 3.421 0.054 -2.323 0.171
H 2.458 -1.351 -2.531 0.168
H 1.809 0.188 -3.026 0.164
H 2.491 0.332 -0.091 0.149
H -0.112 0.542 -1.586 0.164
```

***

(Q) has the most favorable energy; the next structure is 41.4 kcal/mol above.